Computed, not measured: C15H16NO4PtSi as an isolated structure in a non-equilibrium geometry, with ωB97M-V/def2-TZVPD.

Geometry as XYZ:
```
38
Properties=species:S:1:pos:R:3:lowdin_charge:R:1
Pt -0.153 -0.434 0.629 1.31
O -2.429 -3.252 2.886 0.24
C -1.618 -2.471 2.257 -0.43
O -1.957 -1.512 1.565 -0.02
C -0.169 -2.822 2.442 -0.13
C 0.276 -3.860 3.244 0.10
C 1.645 -4.065 3.347 0.07
C 2.517 -3.235 2.652 0.08
C 1.999 -2.219 1.864 -0.13
N 0.678 -2.034 1.776 0.01
C 2.809 -1.220 1.070 -0.41
O 4.096 -1.316 0.984 0.25
O 2.237 -0.298 0.500 -0.04
H -3.367 -3.010 2.775 0.19
H -0.432 -4.482 3.774 0.15
H 2.032 -4.864 3.967 0.15
H 3.583 -3.395 2.748 0.14
H 4.518 -2.064 1.431 0.16
C 1.286 0.498 -2.550 -0.17
Si 0.424 1.447 -1.210 0.66
C 1.357 2.682 -0.182 -0.18
C -1.237 2.213 -1.808 -0.25
C -2.284 1.468 -2.469 0.06
C -3.441 2.063 -3.031 0.01
C -3.559 3.396 -2.984 0.03
C -2.541 4.167 -2.328 0.14
C -1.370 3.544 -1.759 -0.02
H 1.630 1.250 -3.273 0.07
H 0.643 -0.196 -3.092 0.05
H 2.165 -0.031 -2.186 0.04
H 1.750 3.452 -0.857 0.07
H 2.230 2.237 0.295 0.04
H 0.753 3.189 0.570 0.05
H -2.160 0.393 -2.562 0.13
H -4.194 1.466 -3.525 0.15
H -4.401 3.908 -3.433 0.15
H -2.687 5.239 -2.248 0.15
H -0.628 4.169 -1.281 0.12
```

Summary:
Net charge = +3
Spin multiplicity = 5
Energy = -1344.55990 hartree
Largest force on an atom = 2.0 eV/Å
Kohn-Sham gap (alpha / beta) = 0.293 / 0.247 hartree

Computed, not measured: C15H20Cl3CsGeN7P as an isolated structure, with ωB97M-V/def2-TZVPD.

Geometry as XYZ:
```
48
Properties=species:S:1:pos:R:3:lowdin_charge:R:1
Cs 0.063 2.284 1.393 0.83
C -4.666 -2.163 1.346 -0.03
N -4.054 -0.863 1.592 -0.14
C -4.677 0.191 2.189 -0.06
C -3.761 1.202 2.222 -0.14
N -2.584 0.794 1.660 -0.03
C -2.782 -0.458 1.284 -0.48
P -1.677 -1.630 0.473 1.16
C -0.223 -1.660 1.575 -0.46
N 0.308 -0.681 2.285 -0.02
C 1.361 -1.230 2.965 -0.15
C 1.465 -2.557 2.664 -0.06
N 0.458 -2.828 1.784 -0.13
C 0.227 -4.132 1.178 -0.03
C -1.095 -0.700 -0.983 -0.46
N -0.836 0.590 -1.103 -0.01
C -0.449 0.781 -2.399 -0.14
C -0.479 -0.405 -3.074 -0.06
N -0.890 -1.344 -2.173 -0.13
C -1.023 -2.763 -2.470 -0.03
H -5.691 -2.122 1.704 0.09
H -4.134 -2.946 1.881 0.09
H -4.670 -2.389 0.282 0.09
H -5.695 0.135 2.531 0.12
H -3.886 2.195 2.620 0.10
H 1.965 -0.644 3.637 0.09
H 2.155 -3.312 2.998 0.13
H 0.492 -4.902 1.899 0.10
H 0.836 -4.255 0.283 0.09
H -0.823 -4.235 0.920 0.06
H -0.187 1.759 -2.766 0.10
H -0.247 -0.653 -4.095 0.12
H -1.358 -2.874 -3.498 0.10
H -1.760 -3.209 -1.808 0.06
H -0.069 -3.274 -2.346 0.09
C 3.430 4.499 -3.758 -0.08
C 3.960 4.427 -2.324 -0.22
C 2.957 3.896 -1.395 -0.25
N 2.173 3.481 -0.665 0.07
H 4.210 4.898 -4.404 0.08
H 2.561 5.152 -3.824 0.08
H 3.151 3.512 -4.123 0.08
H 4.256 5.411 -1.961 0.12
H 4.838 3.784 -2.257 0.11
Cl 4.765 0.416 2.432 0.13
Ge 3.862 2.152 1.572 -0.19
Cl 2.812 3.200 3.167 0.03
Cl 5.407 3.465 0.891 0.15
```

Summary:
Net charge = +1
Spin multiplicity = 2
Energy = -4785.81597 hartree
Largest force on an atom = 0.4 eV/Å
Kohn-Sham gap (alpha / beta) = 0.340 / 0.227 hartree

Computed, not measured: C30H24ClNPV as an isolated structure, with ωB97M-V/def2-TZVPD.

Geometry as XYZ:
```
58
Properties=species:S:1:pos:R:3:lowdin_charge:R:1
V -0.316 1.082 0.297 0.61
N 1.620 1.182 1.223 -0.01
C 2.403 2.125 0.454 -0.26
C 3.606 1.699 -0.086 -0.05
C 4.349 2.542 -0.895 -0.07
C 3.874 3.817 -1.159 -0.06
C 2.675 4.237 -0.605 -0.02
C 1.908 3.415 0.224 -0.13
C 0.619 3.907 0.808 -0.20
C 0.437 5.284 0.966 -0.04
C -0.784 5.799 1.363 -0.07
C -1.840 4.944 1.643 -0.08
C -1.625 3.576 1.573 -0.15
C -0.419 3.012 1.149 -0.20
H 1.374 1.564 2.134 0.11
H 2.149 0.328 1.368 0.10
H 3.969 0.701 0.140 0.12
H 5.289 2.206 -1.312 0.11
H 4.432 4.486 -1.798 0.11
H 2.306 5.225 -0.844 0.11
H 1.256 5.966 0.776 0.11
H -0.908 6.871 1.450 0.11
H -2.805 5.337 1.934 0.11
H -2.449 2.918 1.835 0.08
Cl -2.737 0.790 -0.559 0.77
C -3.304 -0.843 -0.219 -0.59
C -4.659 -1.072 -0.348 -0.09
C -5.148 -2.346 -0.095 -0.05
C -4.285 -3.366 0.274 -0.05
C -2.924 -3.116 0.390 -0.06
C -2.412 -1.847 0.142 -0.38
P -0.644 -1.447 0.287 1.02
C 0.128 -2.886 1.055 -0.39
C 0.750 -3.880 0.305 -0.07
C 1.322 -4.970 0.947 -0.06
C 1.270 -5.069 2.330 -0.06
C 0.652 -4.078 3.081 -0.07
C 0.088 -2.983 2.447 -0.10
C -0.084 -1.359 -1.443 -0.39
C -0.821 -1.854 -2.519 -0.07
C -0.379 -1.645 -3.815 -0.05
C 0.790 -0.929 -4.053 -0.05
C 1.528 -0.428 -2.993 -0.05
C 1.092 -0.643 -1.691 -0.12
H -5.323 -0.268 -0.635 0.12
H -6.209 -2.534 -0.186 0.12
H -4.669 -4.358 0.472 0.12
H -2.248 -3.910 0.680 0.11
H 0.788 -3.805 -0.775 0.11
H 1.807 -5.742 0.365 0.11
H 1.716 -5.921 2.826 0.11
H 0.615 -4.156 4.159 0.11
H -0.389 -2.204 3.031 0.11
H -1.741 -2.398 -2.343 0.11
H -0.950 -2.036 -4.646 0.12
H 1.124 -0.762 -5.068 0.12
H 2.439 0.127 -3.171 0.12
H 1.699 -0.282 -0.867 0.07
```

Summary:
Net charge = +1
Spin multiplicity = 4
Energy = -2957.69174 hartree
Largest force on an atom = 0.6 eV/Å
Kohn-Sham gap (alpha / beta) = 0.300 / 0.291 hartree

Computed, not measured: one molecule with the formula C6H10OS in a non-equilibrium geometry, with ωB97M-V/def2-TZVPD.

Geometry as XYZ:
```
18
Properties=species:S:1:pos:R:3:lowdin_charge:R:1
C -3.254 0.269 -0.346 -0.22
O -2.565 -0.888 -0.136 -0.17
C -1.157 -0.904 0.257 -0.02
C -0.140 0.078 0.343 -0.36
C -0.485 1.623 0.300 -0.11
C 1.245 -0.243 0.704 -0.64
C 2.035 -1.254 -0.081 -0.44
S 2.419 0.475 -0.444 0.81
H -2.891 0.811 -1.342 0.12
H -3.482 0.969 0.473 0.09
H -4.329 0.046 -0.754 0.11
H -1.071 -2.071 0.513 0.17
H 0.527 2.171 -0.164 0.07
H -1.603 1.861 -0.312 0.10
H -0.735 2.138 1.494 0.14
H 1.440 -0.034 1.867 0.17
H 1.604 -1.917 -0.943 0.11
H 2.894 -1.895 0.304 0.08
```

Summary:
Net charge = 0
Structure (SMILES) = CO/C=C(\C)[C@H]1CS1
Energy = -707.85605 hartree
Largest force on an atom = 5.4 eV/Å
Kohn-Sham gap = 0.346 hartree

Computed, not measured: C42H58MnN3OP2 as an isolated structure, with ωB97M-V/def2-TZVPD.

Geometry as XYZ:
```
107
Properties=species:S:1:pos:R:3:lowdin_charge:R:1
Mn -0.154 -0.379 0.233 0.67
C 0.197 -1.256 3.939 -0.10
C 0.777 0.153 3.855 -0.47
C 2.124 0.188 4.584 -0.10
P 0.779 0.973 2.179 1.14
C 0.360 2.721 2.638 -0.52
C 0.406 3.622 1.409 -0.09
C 1.187 3.342 3.766 -0.09
C 2.390 1.165 1.377 -0.28
C 3.527 1.652 2.029 -0.05
C 4.646 2.094 1.345 -0.27
C 5.868 2.586 2.070 -0.04
C 4.573 2.108 -0.045 -0.02
C 3.467 1.627 -0.716 -0.02
C 2.374 1.086 -0.023 -0.28
N 1.242 0.612 -0.700 -0.07
C 1.324 0.145 -2.041 -0.29
C 2.456 -0.353 -2.683 -0.03
C 2.372 -0.821 -3.985 -0.01
C 1.174 -0.838 -4.691 -0.26
C 1.094 -1.392 -6.087 -0.04
C 0.040 -0.368 -4.038 -0.04
C 0.109 0.116 -2.740 -0.32
P -1.285 0.638 -1.711 1.13
C -2.835 -0.045 -2.440 -0.49
C -3.294 0.614 -3.747 -0.09
C -3.994 -0.035 -1.439 -0.09
C -1.267 2.483 -1.858 -0.50
C -0.903 2.990 -3.257 -0.08
C -2.526 3.186 -1.344 -0.10
H 0.140 -1.534 4.994 0.09
H 0.816 -1.982 3.423 0.03
H -0.805 -1.324 3.533 0.05
H 0.088 0.816 4.392 0.10
H 2.895 -0.336 4.021 0.07
H 2.014 -0.317 5.545 0.09
H 2.469 1.199 4.786 0.06
H -0.670 2.655 2.998 0.07
H 1.438 3.835 1.124 0.09
H -0.091 4.572 1.616 0.09
H -0.078 3.159 0.552 0.03
H 2.241 3.418 3.498 0.07
H 1.098 2.802 4.707 0.07
H 0.828 4.359 3.943 0.09
H 3.548 1.683 3.107 0.08
H 5.802 2.380 3.138 0.08
H 5.994 3.663 1.944 0.09
H 6.773 2.107 1.693 0.08
H 5.400 2.509 -0.620 0.12
H 3.444 1.692 -1.794 0.11
H 3.404 -0.400 -2.170 0.11
H 3.271 -1.200 -4.458 0.12
H 2.014 -1.201 -6.639 0.08
H 0.268 -0.948 -6.641 0.08
H 0.940 -2.473 -6.072 0.09
H -0.910 -0.413 -4.553 0.10
H -2.566 -1.087 -2.643 0.10
H -3.716 1.600 -3.559 0.07
H -4.086 0.004 -4.186 0.09
H -2.510 0.727 -4.490 0.06
H -4.305 0.981 -1.200 0.07
H -3.757 -0.548 -0.510 0.05
H -4.852 -0.541 -1.885 0.09
H -0.429 2.740 -1.211 0.07
H -1.676 2.760 -3.990 0.07
H 0.041 2.580 -3.611 0.08
H -0.805 4.077 -3.218 0.09
H -3.327 3.145 -2.081 0.07
H -2.301 4.241 -1.176 0.09
H -2.914 2.778 -0.413 0.05
C -4.061 1.873 3.888 -0.06
C -3.273 2.374 2.865 -0.07
C -2.549 1.503 2.061 -0.08
C -2.646 0.140 2.270 -0.26
C -3.438 -0.375 3.289 -0.02
C -4.135 0.501 4.103 -0.05
N -1.954 -0.719 1.345 -0.02
N -2.514 -1.817 1.169 0.13
C -1.961 -2.576 0.135 -0.29
C -2.546 -3.810 -0.137 0.00
C -2.100 -4.533 -1.228 -0.06
C -1.096 -4.004 -2.031 -0.04
C -0.512 -2.773 -1.743 -0.11
C -0.931 -2.039 -0.645 -0.15
H -4.619 2.548 4.523 0.11
H -3.211 3.441 2.692 0.12
H -1.907 1.874 1.274 0.07
H -3.504 -1.444 3.435 0.11
H -4.744 0.111 4.907 0.11
H -3.342 -4.171 0.501 0.12
H -2.536 -5.494 -1.461 0.11
H -0.755 -4.561 -2.895 0.12
H 0.275 -2.404 -2.389 0.09
C 2.898 -2.509 2.127 -0.03
C 1.824 -2.649 1.047 -0.64
C 2.528 -2.711 -0.301 -0.01
C 0.994 -3.900 1.308 -0.01
O 1.001 -1.481 1.123 -0.32
H 3.647 -3.293 2.003 0.10
H 2.490 -2.603 3.133 0.07
H 3.394 -1.542 2.029 0.08
H 3.126 -3.622 -0.373 0.10
H 3.197 -1.855 -0.407 0.08
H 1.820 -2.705 -1.126 0.06
H 1.653 -4.754 1.471 0.10
H 0.335 -4.141 0.475 0.07
H 0.387 -3.767 2.205 0.09
```

Summary:
Net charge = +1
Spin multiplicity = 4
Energy = -3708.21920 hartree
Largest force on an atom = 0.6 eV/Å
Kohn-Sham gap (alpha / beta) = 0.215 / 0.225 hartree

Computed, not measured: a 14-piece molecular cluster, C4H36O14 overall in a non-equilibrium geometry, with ωB97M-V/def2-TZVPD.

Geometry as XYZ:
```
54
Properties=species:S:1:pos:R:3:lowdin_charge:R:1
C -1.582 -0.831 0.371 -0.08
C -0.950 0.538 0.202 -0.21
C -1.660 1.475 -0.793 -0.42
C -0.781 2.739 -1.019 -0.02
O -2.946 1.793 -0.294 -0.04
H -1.475 -1.456 -0.496 0.04
H -2.641 -0.910 0.402 0.07
H -1.117 -1.406 1.210 0.09
H -0.885 1.031 1.154 0.05
H 0.082 0.412 -0.162 0.13
H -1.778 0.970 -1.778 0.09
H -0.063 2.749 -0.249 0.05
H -0.269 2.720 -1.998 0.08
H -1.443 3.545 -1.150 0.06
H -2.877 1.674 0.667 0.06
H 0.104 0.003 -3.747 0.02
H -1.263 0.261 -3.789 0.05
O -0.510 0.477 -3.167 -0.09
H 0.653 -0.757 4.451 0.02
H -0.639 -1.277 3.597 -0.01
O 0.074 -1.465 4.193 -0.05
H -1.406 2.271 4.218 0.05
H -0.971 3.307 3.157 0.09
O -0.683 2.849 3.965 -0.01
H -2.593 -0.120 2.840 0.05
H -3.553 1.031 3.301 0.06
O -2.737 0.829 2.843 -0.02
H 0.304 1.909 3.311 0.00
H 0.398 0.859 1.941 -0.02
O 0.681 1.110 2.818 -0.10
H 3.437 -2.303 -1.820 0.01
H 2.807 -2.009 -0.382 0.03
O 2.799 -2.580 -1.171 -0.07
H 3.824 -0.172 1.671 0.03
H 2.765 0.591 2.461 -0.01
O 3.716 0.593 2.319 -0.09
H -0.496 -4.810 -0.173 0.03
H -1.249 -3.526 -0.664 -0.01
O -1.336 -4.351 -0.137 -0.08
H 3.655 2.277 0.575 0.01
H 2.731 3.066 -0.356 0.04
O 3.652 2.801 -0.236 -0.05
H -3.101 0.290 -2.839 0.03
H -3.476 -1.191 -2.853 0.05
O -3.032 -0.514 -3.368 -0.05
H 2.230 -1.172 -4.366 0.05
H 2.079 -2.168 -3.246 0.02
O 1.903 -1.250 -3.468 -0.04
H 3.622 0.489 0.038 0.02
H 4.842 -0.342 -0.367 0.10
O 3.931 -0.411 -0.043 -0.05
H -0.166 -3.215 -2.584 0.05
H -1.584 -3.599 -2.590 0.07
O -1.027 -2.825 -2.396 -0.05
```

Summary:
Net charge = 0
Energy = -1227.27415 hartree
Largest force on an atom = 2.9 eV/Å
Kohn-Sham gap = 0.365 hartree

Computed, not measured: a 2-piece molecular cluster, C25H21ClNO6S2 overall in a non-equilibrium geometry, with ωB97M-V/def2-TZVPD.

Geometry as XYZ:
```
56
Properties=species:S:1:pos:R:3:lowdin_charge:R:1
C 2.764 3.534 3.130 -0.09
C 2.791 3.186 1.664 -0.22
O 2.713 1.725 1.618 -0.05
C 2.850 1.186 0.386 -0.51
C 2.148 -0.108 0.267 -0.16
N 2.186 -0.752 -0.851 0.02
C 1.625 -1.910 -1.065 -0.19
C 1.789 -2.650 -2.285 -0.23
C 0.916 -3.720 -2.594 -0.05
C 1.090 -4.448 -3.769 -0.13
C 2.129 -4.102 -4.653 -0.73
Cl 2.347 -5.006 -6.093 0.61
C 2.977 -3.019 -4.369 -0.13
C 2.799 -2.287 -3.194 -0.05
O 3.439 1.730 -0.540 0.01
H 2.504 4.580 3.292 0.07
H 2.037 2.894 3.636 0.08
H 3.745 3.340 3.574 0.07
H 1.901 3.571 1.140 0.11
H 3.706 3.532 1.158 0.12
H 1.752 -0.555 1.185 0.09
H 0.950 -2.327 -0.308 0.09
H 0.104 -3.949 -1.903 0.10
H 0.438 -5.280 -4.010 0.09
H 3.773 -2.769 -5.063 0.09
H 3.436 -1.438 -2.951 0.11
C -2.928 -2.424 4.173 -0.06
C -2.116 -1.979 3.131 -0.03
C -2.626 -1.085 2.198 -0.24
C -3.918 -0.608 2.322 -0.24
C -4.745 -1.041 3.354 -0.04
C -4.245 -1.953 4.284 -0.06
S -4.459 0.555 1.045 0.71
O -5.380 -0.142 0.179 -0.29
O -4.795 1.820 1.653 -0.30
C -2.838 0.688 0.290 -0.32
C -2.480 1.859 -0.291 -0.04
C -1.228 2.120 -0.954 -0.23
C -0.557 1.147 -1.722 -0.01
C 0.688 1.424 -2.283 -0.05
C 1.305 2.652 -2.065 -0.07
C 0.622 3.655 -1.380 -0.09
C -0.649 3.400 -0.864 -0.03
S -1.614 -0.471 0.826 0.72
O -0.471 0.237 1.350 -0.26
O -1.421 -1.524 -0.162 -0.29
H -2.532 -3.137 4.902 0.11
H -1.090 -2.308 3.028 0.13
H -5.764 -0.676 3.423 0.12
H -4.878 -2.302 5.104 0.11
H -3.204 2.666 -0.198 0.13
H -1.015 0.175 -1.894 0.11
H 1.198 0.665 -2.870 0.11
H 2.331 2.824 -2.413 0.11
H 1.092 4.626 -1.236 0.10
H -1.192 4.180 -0.331 0.11
```

Summary:
Net charge = -1
Energy = -2727.98626 hartree
Largest force on an atom = 2.9 eV/Å
Kohn-Sham gap = 0.155 hartree

Computed, not measured: a 2-piece molecular cluster, C3H6S2 overall in a non-equilibrium geometry, with ωB97M-V/def2-TZVPD.

Geometry as XYZ:
```
11
Properties=species:S:1:pos:R:3:lowdin_charge:R:1
C 0.829 0.615 1.543 -0.05
C 1.277 0.201 0.398 -0.87
C 0.869 -1.127 -0.088 -0.15
S -3.259 1.198 -0.535 0.31
S 2.337 1.292 -0.471 0.68
H 1.109 1.649 1.878 0.08
H 0.101 0.045 2.071 0.06
H 0.406 -1.149 -1.072 0.07
H 0.183 -1.583 0.654 0.08
H 1.721 -1.826 -0.132 0.09
H -2.079 0.468 -0.435 -0.31
```

Summary:
Net charge = 0
Energy = -914.15313 hartree
Largest force on an atom = 3.9 eV/Å
Kohn-Sham gap (alpha / beta) = 0.255 / 0.248 hartree